Entry from OMol25: the molecule C5H6O2 (ωB97M-V with the def2-TZVPD basis set).

Bonds (Å) are listed after each position.
Positions of all 13 atoms, in Å:
1 C 1.80506 2.18737 1.06646  C2 1.205, H8 1.080
2 C 1.06799 1.61628 0.30392  C1 1.205, C3 1.587
3 C 0.30182 0.97566 -0.92920  C2 1.587, O4 1.381, O7 1.412, H9 1.069
4 O 0.84228 -0.25402 -1.24871  C3 1.381, C5 1.438
5 C 0.15407 -1.09072 -0.30304  O4 1.438, C6 1.550, H10 1.136, H11 1.073
6 C -1.27028 -0.47965 -0.28392  C5 1.550, O7 1.403, H12 1.083, H13 1.162
7 O -1.06749 0.87252 -0.59944  C3 1.412, C6 1.403
8 H 2.41869 2.70921 1.78535  C1 1.080
9 H 0.50341 1.45899 -1.86098  C3 1.069
10 H 0.69186 -0.86950 0.67299  C5 1.136
11 H 0.06946 -2.15997 -0.34339  C5 1.073
12 H -1.94494 -0.85771 -1.04262  C6 1.083
13 H -1.74479 -0.68474 0.75652  C6 1.162

- HOMO-LUMO gap (eV) = 11.1
- HOMO level (Eh) = -0.37318
- energy (hartree) = -344.471961
- relative energy (zero: lowest compared OMol25 entry of this formula, charge and spin) (kcal/mol) = 81.5
- F_max (eV Å⁻¹) = 2.6
- SMILES = C#CC1OCCO1
- lowest unoccupied orbital energy (eV) = 0.964

Entry from OMol25: the ion C3H8NO with charge +1 (ωB97M-V with the def2-TZVPD basis set).

Bonds (Å) are listed after each position.
Positions of all 13 atoms, in Å:
1 C 1.32907 -1.12502 0.12281  N2 1.471, H6 1.181, H7 1.099, H8 1.091
2 N 0.84148 -0.07572 -0.78601  C1 1.471, C3 1.522, H9 1.113, H10 1.034
3 C 0.18992 1.12027 -0.10775  N2 1.522, C4 1.600, H11 1.167, H12 1.080
4 C -1.19567 0.64216 0.53444  C3 1.600, O5 1.209, H13 1.083
5 O -1.59387 -0.49145 0.40132  C4 1.209
6 H 0.48185 -1.19207 0.94331  C1 1.181
7 H 2.15030 -0.76203 0.75628  C1 1.099
8 H 1.43708 -2.09000 -0.37365  C1 1.091
9 H 0.06792 -0.54697 -1.43232  N2 1.113
10 H 1.65460 0.23807 -1.34201  N2 1.034
11 H 0.05570 1.83962 -1.01664  C3 1.167
12 H 0.82916 1.64583 0.58583  C3 1.080
13 H -1.75596 1.50469 0.87372  C4 1.083

- HOMO-LUMO gap (eV) = 11.3
- HOMO level (Eh) = -0.56056
- energy (hartree) = -248.798777
- relative energy (zero: lowest compared OMol25 entry of this formula, charge and spin) (kcal/mol) = 23.3
- F_max (eV Å⁻¹) = 4.3
- net charge = +1
- SMILES = C[NH2+]CC=O
- lowest unoccupied orbital energy (eV) = -3.975

Entry from OMol25: the molecule C22H25N3O3 (ωB97M-V with the def2-TZVPD basis set).

Bonds (Å) are listed after each position.
Positions of all 53 atoms, in Å:
1 C -3.72556 -2.39620 0.63633  N2 1.448, H29 1.097, H30 1.090, H31 1.087
2 N -2.89280 -2.60398 -0.52928  C1 1.448, C3 1.449, C22 1.445
3 C -1.63224 -3.26102 -0.24729  N2 1.449, C4 1.491, H32 1.093, H33 1.092
4 C -0.66241 -2.41964 0.51118  C3 1.491, N5 1.299, O21 1.337
5 N 0.27772 -1.66603 0.02514  C4 1.299, C6 1.364
6 C 0.80437 -1.06724 1.13148  N5 1.364, C7 1.490, N20 1.305
7 C 1.89772 -0.05532 1.13200  C6 1.490, C8 1.525, C14 1.506, H34 1.097
8 C 1.26588 1.32041 0.94416  C7 1.525, C9 1.390, C13 1.385
9 C 0.30005 1.72635 1.85832  C8 1.390, C10 1.382, H35 1.082
10 C -0.27358 2.98021 1.76545  C9 1.382, C11 1.385, H36 1.081
11 C 0.11397 3.84650 0.75719  C10 1.385, C12 1.382, H37 1.080
12 C 1.06939 3.44576 -0.15731  C11 1.382, C13 1.385, H38 1.080
13 C 1.64411 2.18923 -0.06643  C8 1.385, C12 1.385, H39 1.079
14 C 2.97642 -0.38714 0.13439  C7 1.506, C15 1.390, C19 1.389
15 C 2.68273 -0.60116 -1.20725  C14 1.390, C16 1.383, H40 1.078
16 C 3.69148 -0.90138 -2.10505  C15 1.383, C17 1.385, H41 1.080
17 C 5.00562 -0.98559 -1.67696  C16 1.385, C18 1.384, H42 1.080
18 C 5.30606 -0.76961 -0.34354  C17 1.384, C19 1.384, H43 1.080
19 C 4.29662 -0.47309 0.55586  C14 1.389, C18 1.384, H44 1.081
20 N 0.21222 -1.44098 2.23238  C6 1.305, O21 1.364
21 O -0.75094 -2.32347 1.84138  C4 1.337, N20 1.364
22 C -2.81752 -1.47397 -1.42609  N2 1.445, C23 1.541, H45 1.091, H46 1.095
23 C -2.46901 -0.10182 -0.81638  C22 1.541, C24 1.534, O28 1.419, H47 1.101
24 C -1.66558 0.74947 -1.80745  C23 1.534, O25 1.409, H48 1.091, H49 1.102
25 O -1.45905 2.05786 -1.32721  C24 1.409, C26 1.411
26 C -2.68542 2.67931 -1.01128  O25 1.411, C27 1.528, H50 1.090, H51 1.101
27 C -3.45423 1.84422 0.01189  C26 1.528, O28 1.410, H52 1.091, H53 1.101
28 O -3.68808 0.54761 -0.49168  C23 1.419, C27 1.410
29 H -3.25724 -1.78332 1.41638  C1 1.097
30 H -3.97424 -3.36739 1.06509  C1 1.090
31 H -4.63979 -1.90081 0.31884  C1 1.087
32 H -1.84757 -4.16009 0.33650  C3 1.093
33 H -1.16693 -3.54273 -1.19456  C3 1.092
34 H 2.32477 -0.07210 2.14256  C7 1.097
35 H 0.00648 1.05131 2.65097  C9 1.082
36 H -1.01949 3.28488 2.48634  C10 1.081
37 H -0.32582 4.83095 0.68864  C11 1.080
38 H 1.37484 4.11401 -0.94843  C12 1.080
39 H 2.39685 1.89484 -0.78180  C13 1.079
40 H 1.65936 -0.54177 -1.54155  C15 1.078
41 H 3.45051 -1.06802 -3.14494  C16 1.080
42 H 5.79217 -1.21897 -2.37952  C17 1.080
43 H 6.32858 -0.83312 -0.00092  C18 1.080
44 H 4.53880 -0.30613 1.59621  C19 1.081
45 H -2.09048 -1.71439 -2.20387  C22 1.091
46 H -3.80272 -1.36138 -1.89039  C22 1.095
47 H -1.87392 -0.20241 0.10430  C23 1.101
48 H -0.67386 0.31985 -1.95312  C24 1.091
49 H -2.20489 0.78242 -2.76759  C24 1.102
50 H -2.43553 3.66074 -0.60835  C26 1.090
51 H -3.29403 2.79148 -1.92186  C26 1.101
52 H -4.43498 2.27525 0.21745  C27 1.091
53 H -2.86876 1.78584 0.94204  C27 1.101

- HOMO-LUMO gap (eV) = 9.4
- HOMO level (Eh) = -0.31735
- energy (hartree) = -1243.266445
- relative energy (zero: lowest compared OMol25 entry of this formula, charge and spin) (kcal/mol) = 104.5
- F_max (eV Å⁻¹) = 1.2
- SMILES = CN(Cc1nc(C(c2ccccc2)c2ccccc2)no1)C[C@H]1COCCO1
- lowest unoccupied orbital energy (eV) = 0.805